{"formula": "C2H5N3O3", "method": "wB97M-V/def2-TZVPD", "orbital_gap_ev": 10.2, "total_energy_ev": -12764.164, "relative_energy_ev": 3.4371, "lumo_ev": 0.71, "species": ["N", "C", "O", "N", "O", "C", "N", "O", "H", "H", "H", "H", "H"], "positions_angstrom": [[-1.36589, -0.48426, 2.02696], [-1.43752, -0.01468, 0.80113], [-2.38106, -0.24781, 0.09165], [-0.51320, 1.02030, 0.43064], [-0.19482, 0.95606, -0.96479], [0.93771, 0.27569, -1.25669], [1.72902, -0.31707, -0.43969], [2.80914, -0.95085, -0.99049], [-1.71255, -1.44235, 2.22623], [-1.06220, -0.02517, 2.89020], [0.39911, 1.09014, 0.92193], [1.24265, 0.38311, -2.32832], [3.31630, -1.16378, -0.19307]], "forces_ev_per_angstrom": [[0.721, -2.438, 4.379], [-0.991, 2.256, -1.796], [0.347, -0.879, -1.133], [1.280, -0.252, -0.018], [0.079, -0.009, 0.650], [2.190, -0.586, -0.937], [-2.669, 1.176, 0.781], [0.563, 0.040, -0.291], [-0.080, 1.440, -0.637], [0.317, 0.047, -1.160], [-0.967, -0.550, -0.204], [-0.748, -0.163, 0.798], [-0.042, -0.083, -0.432]]}

{"formula": "C2H5N3O3", "method": "wB97M-V/def2-TZVPD", "orbital_gap_ev": 9.7, "total_energy_ev": -12761.371, "relative_energy_ev": 6.2306, "lumo_ev": 0.28, "species": ["C", "C", "H", "H", "H", "H", "H", "N", "N", "N", "O", "O", "O"], "positions_angstrom": [[0.10010, 0.19216, 1.32984], [0.52289, 0.03787, -1.00070], [1.47655, -2.37533, 0.22416], [0.22857, -1.64654, 2.06746], [-0.12674, 1.28697, 1.07802], [-0.56429, 1.24554, -2.50564], [-1.73441, 2.12030, -0.53653], [0.24354, -1.93834, 0.50678], [0.40133, -0.51504, 0.30829], [-0.38657, 1.06435, -1.52703], [0.09808, -0.09828, 2.56074], [1.38239, -0.49157, -1.66783], [-1.64142, 1.11790, -0.83756]], "forces_ev_per_angstrom": [[-0.640, 5.237, 3.476], [-0.254, -0.831, -2.484], [-4.710, 1.574, 1.368], [0.230, 0.020, -3.234], [0.507, -1.356, 0.355], [0.739, -0.778, -0.107], [0.349, -3.052, -0.868], [5.257, -0.685, 1.876], [-1.297, -1.347, -1.136], [0.390, -1.150, 2.962], [-0.174, -1.846, -2.416], [-0.754, 1.227, -0.204], [0.358, 2.988, 0.411]]}

{"formula": "C2H5N3OS", "method": "wB97M-V/def2-TZVPD", "orbital_gap_ev": 8.6, "total_energy_ev": -19501.804, "relative_energy_ev": 7.1464, "lumo_ev": 0.14, "species": ["C", "C", "H", "H", "H", "H", "H", "N", "N", "N", "O", "S"], "positions_angstrom": [[0.76068, 0.27956, -0.02778], [-1.80123, -0.28888, 0.04588], [2.61446, 0.97126, -0.15000], [1.07566, 2.13472, -0.58443], [-0.86540, 1.98778, 1.18061], [-2.84942, 0.19538, 0.85983], [-2.81624, -2.06792, 0.42638], [1.55390, 1.36175, -0.17914], [-0.58626, 0.53747, -0.29131], [-1.72232, -1.58663, -0.36125], [-1.02032, 1.90337, 0.14885], [1.40810, -1.28627, 0.17438]], "forces_ev_per_angstrom": [[0.666, -2.074, -0.574], [0.210, -4.114, 0.472], [-3.290, 2.113, -0.466], [0.633, 1.063, -0.380], [-0.258, -0.634, -2.841], [3.979, -0.991, -2.836], [3.901, 1.494, -3.267], [2.384, -3.072, 1.127], [-3.904, 1.605, 2.312], [-4.844, 3.498, 4.828], [1.320, -0.560, 1.560], [-0.798, 1.672, 0.066]]}

{"formula": "C2H5N3OS", "method": "wB97M-V/def2-TZVPD", "orbital_gap_ev": 9.9, "total_energy_ev": -19504.557, "relative_energy_ev": 4.3937, "lumo_ev": 0.40, "species": ["N", "N", "C", "N", "S", "C", "O", "H", "H", "H", "H", "H"], "positions_angstrom": [[-1.26946, -0.70957, 0.52330], [-0.15123, -1.27502, 1.37456], [0.98716, -0.77389, 1.06468], [1.12712, 0.41722, 0.24533], [0.73709, 0.32872, -1.45596], [-0.47378, 1.46573, -1.55041], [-0.89855, 1.81923, -2.66521], [-2.01171, -1.11342, 1.24560], [-1.17985, -1.54855, -0.36081], [1.82024, -1.00569, 1.66387], [2.06351, 0.59739, 0.38220], [-0.75053, 1.79786, -0.46715]], "forces_ev_per_angstrom": [[-0.161, -5.091, 0.497], [1.216, 0.520, -1.332], [-3.503, 1.710, -0.282], [-1.728, -2.291, -0.147], [2.333, -1.699, 0.603], [-2.243, 2.449, -1.080], [0.584, -0.665, 3.032], [1.094, 1.082, -2.760], [-1.047, 3.134, 3.223], [1.067, -0.514, 0.517], [2.525, 1.368, -0.444], [-0.136, -0.003, -1.826]]}

{"formula": "C2H5N3OS", "method": "wB97M-V/def2-TZVPD", "orbital_gap_ev": 9.1, "total_energy_ev": -19503.984, "relative_energy_ev": 4.9665, "lumo_ev": 0.18, "species": ["N", "C", "C", "S", "N", "N", "O", "H", "H", "H", "H", "H"], "positions_angstrom": [[0.25097, 0.55588, 3.25184], [-0.22085, 0.69615, 2.22449], [-0.79493, 0.49603, 0.97811], [0.30763, 0.21594, -0.41577], [-0.55948, -0.03398, -1.76213], [0.95625, -1.31788, -0.31121], [1.39019, 1.21251, -1.00613], [-1.40548, 1.35255, 0.64851], [-1.52439, -0.49095, -1.65656], [-0.59917, 0.72984, -2.27482], [0.32291, -1.99753, 0.10833], [1.87634, -1.41856, 0.21534]], "forces_ev_per_angstrom": [[0.879, 0.338, 1.986], [0.213, -1.123, -0.718], [0.158, 0.745, -3.677], [3.150, 2.734, -0.896], [-3.018, -5.171, 3.151], [1.791, -0.168, 1.523], [-3.440, -3.558, 2.759], [0.017, -0.449, -0.048], [2.019, 0.883, 0.039], [-0.047, 4.575, -3.082], [-0.227, 0.392, -0.055], [-1.496, 0.801, -0.983]]}

{"formula": "C2H5N3OS", "method": "wB97M-V/def2-TZVPD", "orbital_gap_ev": [8.4, 7.2], "total_energy_ev": -19504.438, "relative_energy_ev": 0.0000, "s_squared": 2.02, "lumo_ev": [-0.44, -1.65], "spin_multiplicity": 3, "species": ["C", "C", "N", "N", "N", "O", "S", "H", "H", "H", "H", "H"], "positions_angstrom": [[1.26195, -0.97920, -0.14948], [-1.49635, 1.29427, 0.34877], [-0.79597, 0.10736, 0.03346], [0.82187, -1.68870, -1.22028], [0.43483, 0.12423, 0.14079], [2.29428, -1.17839, 0.43011], [1.18955, 1.53567, 2.18577], [-1.19885, 1.60070, 1.36430], [-2.56508, 1.10957, 0.27608], [-1.20153, 2.11815, -0.31024], [-0.11113, -1.56448, -1.57866], [1.36642, -2.47919, -1.52062]], "forces_ev_per_angstrom": [[-0.327, -1.561, -1.239], [0.010, 1.154, 0.437], [1.358, -2.456, -0.788], [0.032, -0.141, -0.087], [-1.133, 2.765, 1.063], [-0.010, 0.295, 0.418], [0.213, 0.022, 0.102], [-0.260, -0.060, -0.072], [0.081, 0.057, 0.058], [-0.025, -0.134, -0.054], [0.095, 0.025, 0.115], [-0.034, 0.034, 0.048]]}

{"formula": "C2H5N3P", "method": "wB97M-V/def2-TZVPD", "orbital_gap_ev": [7.3, 7.3], "total_energy_ev": -15904.248, "relative_energy_ev": 2.2877, "total_charge": 1, "lumo_ev": [-5.92, -5.92], "species": ["C", "N", "P", "N", "C", "N", "H", "H", "H", "H", "H"], "positions_angstrom": [[0.02342, 1.56074, -0.10255], [-1.44143, 1.06817, 0.02255], [-1.91306, -0.43318, -0.20830], [-0.16866, -1.40698, -0.18920], [0.92276, -0.68004, -0.04363], [1.07372, 0.63689, -0.11108], [0.04841, 2.58447, -0.32229], [-2.26115, -1.03004, 1.19191], [0.00960, -2.33489, -0.38449], [1.87755, -1.21518, -0.03968], [1.82885, 1.25004, 0.18676]], "forces_ev_per_angstrom": [[-9.573, -5.678, 0.478], [8.940, 4.641, -0.213], [-0.797, -3.923, 0.955], [0.629, 5.434, 0.570], [0.230, -3.022, -0.777], [-2.034, 4.035, 0.523], [0.834, 1.303, 0.079], [0.488, 1.209, -1.547], [0.142, -2.494, -0.185], [-0.205, 0.118, 0.286], [1.347, -1.622, -0.170]]}

{"formula": "C2H5N3S", "method": "wB97M-V/def2-TZVPD", "orbital_gap_ev": 7.7, "total_energy_ev": -17456.675, "relative_energy_ev": 4.4370, "lumo_ev": -0.28, "species": ["H", "N", "C", "N", "N", "C", "S", "H", "H", "H", "H"], "positions_angstrom": [[0.89781, -2.62030, -1.25393], [1.07789, -1.63559, -0.81924], [-0.00077, -1.02528, -0.56831], [-0.00317, 0.30286, -0.23052], [-1.47463, 0.48485, 0.31964], [0.80353, 1.04547, 0.45798], [2.33734, 0.29456, 0.89229], [-0.99614, -1.21529, -0.78167], [-1.72191, 1.49134, -0.20357], [-1.43891, 0.88309, 1.34911], [0.51896, 1.99429, 0.83823]], "forces_ev_per_angstrom": [[0.070, 2.204, 1.134], [-0.707, -2.596, -1.032], [2.843, -0.487, -1.591], [-5.671, 0.942, 1.828], [0.392, 5.381, -0.814], [6.772, -2.527, 1.984], [-2.357, 2.653, -0.323], [-1.750, -1.581, -0.362], [0.304, -3.376, 1.523], [0.513, -1.353, -2.298], [-0.409, 0.739, -0.049]]}

{"formula": "C2H5N3S", "method": "wB97M-V/def2-TZVPD", "orbital_gap_ev": 8.3, "total_energy_ev": -17456.557, "relative_energy_ev": 4.5545, "lumo_ev": 0.37, "species": ["C", "C", "N", "N", "N", "S", "H", "H", "H", "H", "H"], "positions_angstrom": [[-0.12885, 0.07524, -0.08306], [-1.51338, 0.48762, 0.09887], [0.63813, 1.08508, -0.01972], [1.92404, 0.84719, 0.18013], [0.49135, -1.24697, 0.09283], [2.18534, -0.75041, -0.09950], [1.95498, -0.65665, -1.46185], [-1.96161, 0.62795, 1.05025], [-2.28648, -0.13053, -0.42150], [-1.68889, 1.55294, -0.19085], [0.38537, -1.89145, 0.85439]], "forces_ev_per_angstrom": [[-0.370, -0.532, 1.298], [-3.494, 0.001, -1.627], [0.978, 0.529, -0.698], [2.184, -0.305, 1.046], [1.667, 1.204, -1.396], [-2.208, 0.823, -0.619], [0.150, -0.582, -0.010], [0.405, -0.787, 1.848], [0.722, 0.362, 0.044], [0.747, -0.937, -0.677], [-0.780, 0.225, 0.791]]}

{"formula": "C2H5N3S", "method": "wB97M-V/def2-TZVPD", "orbital_gap_ev": 9.7, "total_energy_ev": -17459.583, "relative_energy_ev": 1.5288, "lumo_ev": 0.44, "species": ["H", "N", "C", "N", "C", "N", "S", "H", "H", "H", "H"], "positions_angstrom": [[0.77033, 2.42858, 1.32660], [1.04151, 1.85201, 0.51962], [0.38035, 0.76129, 0.51826], [-0.31472, 0.19455, 1.55832], [0.36512, 0.02023, -0.76180], [-0.31695, -1.05414, -0.83453], [-0.25712, -1.97592, -2.38076], [-0.75175, 0.84966, 2.17322], [-0.92309, -0.59236, 1.29629], [1.10387, 0.47260, -1.48518], [-1.09756, -2.95651, -1.93006]], "forces_ev_per_angstrom": [[0.677, -0.342, 0.075], [-0.865, 0.581, -0.058], [-0.117, 0.103, 0.071], [-0.661, -0.620, -0.418], [1.285, -0.734, -0.379], [0.260, -0.275, -1.655], [-0.410, 0.553, 1.730], [-0.075, 0.183, 0.457], [0.477, 0.624, 0.084], [-1.034, -0.652, 0.300], [0.463, 0.579, -0.209]]}